# 1
An isolated molecule of C3H10N2O at a distorted geometry, computed with wB97M-V/def2-TZVPD.

Last column: Löwdin charge in e.
Geometry (Å):
N1 0.79339 2.82871 0.18927  0.002
C1 0.43255 1.62037 -0.53842  -0.329
N2 0.70180 0.45608 0.27086  -0.101
C2 0.23925 -0.81745 -0.26480  -0.225
C3 -0.94157 -1.44939 0.52741  -0.240
O1 -1.25059 -2.64499 -0.21949  -0.080
H1 1.65016 3.26751 -0.09603  0.053
H2 0.61316 2.79899 1.17632  0.060
H3 -0.67422 1.59869 -0.67123  0.119
H4 0.98709 1.57346 -1.48073  0.115
H5 1.63232 0.34264 0.63827  0.102
H6 -0.24819 -0.60999 -1.23449  0.117
H7 1.06330 -1.54545 -0.23298  0.121
H8 -0.63160 -1.67847 1.53785  0.109
H9 -1.70128 -0.67451 0.41252  0.108
H10 -1.85938 -3.11436 0.34141  0.067

Atomic forces in eV per Å
-0.379 -0.025 -1.120
-0.119 0.344 1.313
-0.385 -1.207 0.793
-0.735 0.031 0.611
1.342 0.495 -1.806
0.037 0.800 0.627
0.107 -0.102 0.289
0.172 -0.089 0.078
0.725 0.104 -0.489
-0.308 0.353 -0.244
0.202 0.602 -0.240
0.902 -0.622 -0.156
-0.301 0.151 -0.774
-0.264 0.087 0.386
-0.562 -0.352 0.706
-0.433 -0.570 0.025

Results
Electronic energy: -305.01376 Ha
SMILES: NCNCCO
Energy relative to the best compared isomer or geometry (same formula, charge and spin): 159.9 kJ/mol
E_LUMO: 1.08 eV
HOMO energy: -8.5 eV

# 2
An isolated molecule of C3H5N at a distorted geometry, computed with wB97M-V/def2-TZVPD.

Last column: Löwdin charge in e.
Geometry (Å):
C1 -1.54874 -0.44749 -0.22308  -0.152
C2 -0.17421 -0.29748 -0.69292  -0.293
C3 0.71938 0.43369 0.21155  -0.204
N1 1.66932 0.64706 0.95751  0.113
H1 -2.02275 0.54090 -0.02773  0.088
H2 -2.16873 -1.06520 -0.89125  0.080
H3 -1.69411 -0.93035 0.81001  0.107
H4 0.39448 -1.31655 -0.68411  0.158
H5 -0.17267 0.10949 -1.68280  0.104

Atomic forces in eV per Å
-2.956 -0.325 2.665
2.376 -1.976 0.452
6.303 0.907 4.551
-6.062 -0.765 -4.494
0.138 -0.540 -0.663
0.254 0.498 0.019
0.784 0.413 -1.430
-1.171 1.505 -0.511
0.333 0.284 -0.589

Results
Electronic energy: -172.02559 Ha
SMILES: CCC#N
Energy relative to the best compared isomer or geometry (same formula, charge and spin): 77.4 kJ/mol
E_LUMO: 0.68 eV
HOMO energy: -11.1 eV

# 3
An isolated molecule of C6H12O at a distorted geometry, computed with wB97M-V/def2-TZVPD.

Last column: Löwdin charge in e.
Geometry (Å):
C1 1.87366 -0.56219 0.10504  -0.041
C2 0.87600 0.37503 -0.57829  -0.376
O1 0.78454 1.59502 0.15369  -0.114
C3 -0.53184 1.81898 0.64928  -0.245
C4 -1.13526 0.46557 0.87315  -0.101
C5 -0.53850 -0.15881 -0.64440  -0.264
C6 -0.73568 -1.66665 -0.76039  -0.059
H1 1.46769 -0.97963 1.03410  0.086
H2 2.16503 -1.39381 -0.54833  0.078
H3 2.77269 0.00736 0.35426  0.082
H4 1.25377 0.60304 -1.58543  0.149
H5 -0.42360 2.46921 1.51911  0.122
H6 -1.16268 2.33024 -0.09268  0.116
H7 -0.77157 0.03640 1.84261  0.120
H8 -2.23746 0.50912 1.00119  0.113
H9 -1.15546 0.34722 -1.39103  0.135
H10 -1.15232 -1.40855 0.22203  0.053
H11 -1.46976 -2.04330 -1.48678  0.078
H12 0.12075 -2.34425 -0.66714  0.070

Atomic forces in eV per Å
-0.006 0.051 0.036
0.020 0.010 -0.104
0.304 0.405 0.035
-0.059 0.386 -0.005
0.465 0.071 -1.047
-0.392 1.180 1.152
-0.581 0.181 1.321
0.039 0.107 -0.131
-0.086 0.201 0.090
-0.091 -0.053 -0.043
-0.093 0.045 0.102
-0.078 -0.121 0.015
0.264 0.227 0.004
0.229 -0.275 -1.182
0.534 -0.172 -0.668
0.234 0.259 0.121
-0.844 -3.490 0.085
0.290 0.443 0.332
-0.150 0.543 -0.112

Results
Electronic energy: -310.97174 Ha
SMILES: C[C@@H]1OCC[C@@H]1C
Energy relative to the best compared isomer or geometry (same formula, charge and spin): 229.8 kJ/mol
E_LUMO: 1.12 eV
HOMO energy: -9.4 eV

# 4
A cluster of 2 separate species, C2H3NO4 in total at a distorted geometry, computed with wB97M-V/def2-TZVPD.

Last column: Löwdin charge in e.
Geometry (Å):
C1 -0.14568 0.73693 -0.17997  -0.077
C2 -0.24343 2.25826 -0.08486  -0.467
O1 -0.02182 3.07732 -1.01438  0.117
O2 0.90116 1.48627 0.29631  0.017
O3 0.57155 -3.19488 -0.74590  0.065
N1 0.09813 -3.36733 0.37000  -0.140
O4 0.60176 -3.97398 1.29878  0.078
H1 -0.59579 0.11083 0.58131  0.115
H2 -0.13909 0.35401 -1.20063  0.123
H3 -1.02680 2.51257 0.67933  0.168

Atomic forces in eV per Å
0.347 -1.060 -0.793
-0.846 1.403 1.013
-0.659 -0.006 -0.695
0.361 -0.392 0.579
-1.651 0.098 2.046
3.300 -1.423 -0.719
-1.649 1.334 -1.323
-0.618 0.137 -0.092
0.419 -0.046 0.146
0.997 -0.046 -0.163

Results
Electronic energy: -433.47002 Ha
Energy relative to the best compared isomer or geometry (same formula, charge and spin): 770.7 kJ/mol
E_LUMO (alpha / beta): -2.11 / -2.79 eV
HOMO energy (alpha / beta): -10.7 / -10.4 eV

# 5
An isolated molecule of C6H4O, computed with wB97M-V/def2-TZVPD.

Last column: Löwdin charge in e.
Geometry (Å):
C1 2.91384 -0.84422 0.49992  0.156
C2 2.17507 0.09447 0.65512  -0.036
C3 1.19061 1.16191 0.79258  -0.448
O1 1.42889 2.22649 1.32408  0.107
C4 -0.09398 0.77803 0.23282  0.058
C5 -1.09657 0.28494 -0.23346  -0.035
C6 -2.27879 -0.36478 -0.79560  -0.088
H1 3.55602 -1.68373 0.35210  0.038
H2 -2.84467 0.28762 -1.46522  0.083
H3 -2.95601 -0.68575 -0.00127  0.084
H4 -1.99442 -1.25497 -1.36109  0.083

Atomic forces in eV per Å
-0.344 0.422 0.055
0.462 -0.512 -0.077
-0.008 0.425 0.209
-0.138 -0.561 -0.312
-0.765 -0.380 -0.314
0.600 0.300 0.236
-0.089 -0.060 -0.041
-0.029 0.143 0.055
0.172 0.073 0.117
0.083 0.073 0.023
0.057 0.077 0.049

Results
Electronic energy: -306.12610 Ha
SMILES: C#CC(=O)C#CC
Energy relative to the best compared isomer or geometry (same formula, charge and spin): 224.3 kJ/mol
E_LUMO: -0.28 eV
HOMO energy: -10.2 eV

# 6
A cluster of 2 separate species, C3H9N3O in total at a distorted geometry, computed with wB97M-V/def2-TZVPD.

Last column: Löwdin charge in e.
Geometry (Å):
C1 -1.44895 -1.11939 -0.11943  -0.047
C2 -0.30149 2.11480 -0.00001  -0.157
C3 2.14878 -1.12946 0.12498  -0.143
N1 -0.66668 0.86385 -0.64060  -0.119
O1 -2.42200 -0.66734 0.67914  0.017
N2 0.21936 -0.10778 -0.50480  -0.193
N3 1.31001 0.06104 0.10100  -0.067
H1 -2.83279 0.10485 0.25735  0.116
H2 -1.66532 -1.23966 -1.17396  0.106
H3 -0.89800 -1.90859 0.37382  0.103
H4 -0.03867 1.97111 1.05630  0.068
H5 0.58154 2.55609 -0.47615  0.068
H6 -1.14355 2.79764 -0.10143  0.060
H7 1.77827 -1.92668 -0.53089  0.064
H8 2.22134 -1.51504 1.14787  0.062
H9 3.15816 -0.85546 -0.19320  0.062

Atomic forces in eV per Å
0.284 -0.214 -0.116
0.198 -0.087 -0.270
-0.046 -0.061 0.019
0.263 -0.058 0.076
0.550 0.205 -0.154
-1.141 0.280 0.457
-0.109 0.067 -0.066
0.042 -0.172 -0.038
0.092 0.158 0.072
-0.079 -0.099 -0.006
-0.001 -0.069 -0.021
-0.010 0.021 0.058
0.023 -0.009 0.003
0.007 0.066 0.038
0.009 0.017 -0.074
-0.082 -0.045 0.023

Results
Electronic energy: -359.03137 Ha
Energy relative to the best compared isomer or geometry (same formula, charge and spin): 559.4 kJ/mol
E_LUMO (alpha / beta): 0.14 / 0.14 eV
HOMO energy (alpha / beta): -8.0 / -8.0 eV